Formula: C43H66ClN4O4Y
Source: the Open Molecules 2025 dataset
Level of theory: wB97M-V/def2-TZVPD

Geometry as ORCA input:
```
! RIJCOSX wB97M-V def2-TZVPD def2/J DEFGRID3
* xyz 0 1
Y 1.230 0.180 0.949
C 5.007 0.552 -0.300
N 3.888 -0.101 -0.954
C 4.345 -1.390 -1.450
C 3.357 0.688 -2.062
C 1.892 0.353 -2.352
N 0.943 0.875 -1.358
C 0.981 2.363 -1.418
C -0.238 3.040 -0.856
C -1.011 3.808 -1.703
C -2.138 4.463 -1.241
C -2.429 4.314 0.107
C -1.677 3.574 1.004
C -0.536 2.874 0.520
O 0.268 2.133 1.245
C -2.194 3.558 2.441
C -1.199 2.939 3.418
C -2.469 4.994 2.923
C -3.488 2.731 2.485
C -3.008 5.350 -2.111
C -2.614 5.256 -3.587
C -4.483 4.945 -1.979
C -2.822 6.802 -1.650
C -0.415 0.417 -1.759
C -0.683 -1.048 -1.539
C -0.856 -1.903 -2.607
C -1.199 -3.240 -2.425
C -1.386 -3.661 -1.116
C -1.210 -2.848 0.002
C -0.826 -1.499 -0.195
O -0.597 -0.652 0.783
C -1.455 -3.475 1.378
C -0.613 -4.755 1.524
C -1.064 -2.584 2.565
C -2.947 -3.822 1.503
C -1.335 -4.155 -3.638
C -0.048 -4.097 -4.473
C -2.513 -3.699 -4.511
C -1.567 -5.618 -3.253
H 5.900 0.606 -0.943
H 5.258 -0.011 0.598
H 4.729 1.563 -0.016
H 5.203 -1.272 -2.134
H 3.542 -1.878 -1.995
H 4.642 -2.021 -0.613
H 3.932 0.513 -2.990
H 3.455 1.748 -1.816
H 1.770 -0.731 -2.386
H 1.634 0.757 -3.349
H 1.095 2.669 -2.470
H 1.862 2.703 -0.856
H -0.700 3.889 -2.732
H -3.307 4.815 0.477
H -0.288 3.533 3.438
H -0.964 1.932 3.094
H -1.623 2.912 4.422
H -1.597 5.621 2.741
H -2.678 4.989 3.991
H -3.322 5.441 2.422
H -3.282 1.711 2.164
H -4.243 3.150 1.824
H -3.888 2.708 3.498
H -2.660 4.225 -3.931
H -1.609 5.640 -3.742
H -3.298 5.848 -4.192
H -4.609 3.896 -2.236
H -5.099 5.543 -2.646
H -4.847 5.092 -0.966
H -1.771 7.079 -1.709
H -3.144 6.926 -0.619
H -3.398 7.479 -2.278
H -0.582 0.673 -2.817
H -1.133 0.979 -1.153
H -0.738 -1.514 -3.610
H -1.691 -4.680 -0.944
H 0.441 -4.519 1.391
H -0.898 -5.518 0.806
H -0.740 -5.170 2.523
H -0.004 -2.324 2.500
H -1.237 -3.138 3.489
H -1.657 -1.673 2.588
H -3.256 -4.514 0.724
H -3.554 -2.924 1.427
H -3.142 -4.288 2.465
H 0.128 -3.100 -4.865
H -0.117 -4.782 -5.317
H 0.810 -4.380 -3.867
H -2.353 -2.692 -4.885
H -3.436 -3.707 -3.937
H -2.630 -4.368 -5.362
H -0.733 -6.004 -2.671
H -1.658 -6.220 -4.156
H -2.485 -5.740 -2.684
N 0.992 0.192 3.541
C 1.768 1.223 4.232
C 3.087 1.507 3.513
N 2.808 1.888 2.128
H 0.009 0.277 3.790
H 1.306 -0.727 3.851
H 1.974 0.946 5.275
H 1.189 2.148 4.232
H 3.715 0.613 3.489
H 3.611 2.301 4.069
H 3.657 2.249 1.700
H 2.103 2.630 2.120
Cl 4.117 -6.696 2.990
C 3.737 -5.038 2.664
C 4.064 -4.060 3.614
C 3.776 -2.747 3.380
C 3.122 -2.311 2.187
O 2.866 -1.078 2.003
C 2.801 -3.340 1.237
C 2.117 -2.982 0.038
O 1.729 -1.855 -0.270
C 3.127 -4.684 1.494
H 4.542 -4.362 4.532
H 4.047 -1.993 4.105
H 1.936 -3.808 -0.676
H 2.879 -5.432 0.755
*
```

Output
DFT total energy ... -73385.1887 eV
M ... 827.38 g/mol
HOMO-LUMO gap ... 7.31 eV
Energy relative to the best compared isomer or geometry (same formula, charge and spin) ... 31.8 kcal per mole
E_HOMO ... -7.286 eV